Record 1
{"formula": "C14H11N5OPtS4", "method": "ωB97M-V/def2-TZVPD", "elements": ["Pt", "S", "C", "C", "C", "C", "C", "C", "S", "H", "H", "H", "H", "S", "C", "C", "N", "C", "S", "C", "N", "C", "N", "C", "C", "O", "N", "C", "N", "H", "H", "H", "H", "H", "H", "H"], "coordinates": [[-1.4148, -0.9665, 0.2350], [-1.7148, 1.0454, -0.8693], [-3.2307, 0.8123, -1.7271], [-3.9044, 1.8967, -2.2864], [-5.0533, 1.7256, -3.0472], [-5.5411, 0.4416, -3.2657], [-4.8788, -0.6471, -2.7164], [-3.7301, -0.4918, -1.9367], [-2.9583, -1.9035, -1.2346], [-3.5092, 2.8919, -2.1126], [-5.5635, 2.5882, -3.4623], [-6.4397, 0.2868, -3.8538], [-5.2569, -1.6505, -2.8801], [-0.8552, -3.0257, 1.1454], [-0.1663, -2.5903, 2.6759], [0.2690, -3.6616, 3.5210], [0.6186, -4.5355, 4.1874], [0.0107, -1.2965, 3.0684], [-0.5606, 0.0418, 2.1124], [0.6551, -0.9757, 4.3024], [1.1771, -0.6762, 5.2875], [4.4919, 1.9975, 0.6806], [3.7771, 0.7456, 0.6085], [4.4231, -0.4021, -0.0020], [3.2425, -1.1145, -0.6982], [3.3696, -2.1422, -1.3216], [2.0975, -0.3855, -0.4621], [2.4655, 0.6914, 0.1686], [1.6409, 1.7434, 0.3618], [5.4420, 1.8359, 1.1901], [3.9311, 2.7296, 1.2581], [4.6924, 2.4224, -0.3126], [4.8848, -1.0644, 0.7313], [5.1732, -0.1031, -0.7411], [0.6755, 1.5112, 0.1541], [1.7401, 2.2253, 1.2414]], "forces_ev_per_a": [[-0.39, -0.25, 0.22], [-0.23, 0.13, 0.22], [0.13, -0.25, -0.19], [-0.01, 0.03, -0.01], [-0.01, -0.01, 0.00], [0.01, 0.01, 0.01], [-0.03, 0.02, -0.03], [0.06, 0.08, 0.08], [0.08, 0.08, -0.21], [0.00, 0.00, 0.00], [0.00, 0.00, 0.00], [0.00, 0.00, -0.01], [0.01, -0.01, 0.00], [-0.17, -0.01, 0.04], [0.13, 0.07, -0.04], [0.05, 0.01, -0.02], [-0.03, -0.01, 0.01], [-0.04, -0.06, -0.05], [0.24, 0.23, 0.21], [-0.02, -0.01, 0.00], [0.00, 0.00, 0.00], [0.01, 0.02, 0.05], [-0.02, -0.04, -0.07], [-0.01, -0.02, 0.02], [0.09, 0.02, 0.27], [0.00, 0.03, -0.02], [0.22, -0.17, -0.58], [-0.12, 0.10, 0.13], [0.10, 0.02, -0.03], [0.00, 0.00, 0.00], [-0.01, 0.00, -0.01], [0.00, -0.01, 0.00], [0.02, 0.01, -0.01], [-0.02, 0.01, 0.00], [-0.03, -0.03, -0.02], [-0.03, -0.02, 0.02]], "energy_ha": -2601.3782, "largest_force_ev_per_a": 0.6, "total_charge": -2, "orbital_gap_ha": 0.182, "lumo_energy_ev": 4.4, "de_lowest_kj_mol": 124.7, "mol_weight_g_mol": 588.6}

Record 2
{"formula": "C15H22CrNO5Si", "method": "ωB97M-V/def2-TZVPD", "elements": ["Cr", "O", "C", "O", "C", "C", "C", "N", "C", "C", "C", "O", "O", "H", "H", "H", "C", "C", "C", "O", "C", "H", "H", "H", "H", "H", "H", "H", "H", "C", "Si", "C", "C", "C", "H", "H", "H", "H", "H", "H", "H", "H", "H", "H", "H"], "coordinates": [[-0.7727, 0.3526, -1.5175], [0.7681, -6.3878, -0.8116], [-0.4053, -5.9834, -0.8267], [-1.4862, -6.5831, -0.6815], [-0.5564, -4.4535, -1.0670], [-1.8207, -3.8750, -1.1035], [-1.9392, -2.5153, -1.2989], [-0.8772, -1.7201, -1.4595], [0.3507, -2.2696, -1.4329], [0.5447, -3.6223, -1.2404], [1.4971, -1.2883, -1.6028], [2.6483, -1.6665, -1.5462], [1.1147, -0.0540, -1.7845], [-2.6820, -4.5151, -0.9717], [-2.9069, -2.0260, -1.3303], [1.5415, -4.0397, -1.2175], [-0.3292, 1.7005, 2.5825], [1.0527, 1.0398, 2.6117], [1.0714, 0.1871, 1.3356], [-0.2940, 0.1421, 0.8593], [-1.1522, 0.6335, 1.8866], [-0.3124, 2.6080, 1.9762], [-0.7066, 1.9510, 3.5736], [1.1487, 0.4096, 3.4967], [1.8651, 1.7645, 2.6245], [1.4106, -0.8336, 1.5196], [1.6762, 0.6151, 0.5393], [-1.4074, -0.1780, 2.5787], [-2.0629, 0.9943, 1.4117], [-0.1241, 4.1602, -1.0377], [-1.9087, 3.6631, -1.3806], [-2.8560, 3.7623, 0.2485], [-2.6313, 5.0098, -2.4888], [-2.0188, 1.9885, -2.1315], [-0.0466, 5.1591, -0.6004], [0.4575, 4.1528, -1.9632], [0.3519, 3.4502, -0.3550], [-3.0016, 4.8009, 0.5556], [-2.3225, 3.2575, 1.0560], [-3.8415, 3.2988, 0.1576], [-2.5266, 6.0032, -2.0436], [-3.6935, 4.8320, -2.6747], [-2.1247, 5.0210, -3.4574], [-1.8809, 2.0673, -3.2205], [-3.0476, 1.6135, -2.0037]], "forces_ev_per_a": [[0.22, 0.00, -0.14], [0.00, -0.02, 0.01], [0.03, 0.06, -0.03], [-0.01, -0.03, 0.01], [-0.10, 0.00, 0.01], [0.06, -0.02, 0.00], [-0.03, 0.06, -0.02], [0.02, -0.07, 0.01], [-0.02, -0.02, 0.00], [0.04, -0.05, 0.00], [0.05, 0.06, -0.01], [0.02, -0.02, 0.00], [-0.12, -0.08, 0.10], [0.00, 0.00, 0.00], [0.00, -0.01, 0.01], [0.00, 0.02, 0.00], [0.01, 0.00, 0.01], [0.00, 0.01, -0.01], [-0.03, -0.01, 0.01], [0.01, 0.13, -0.03], [0.00, -0.04, 0.02], [0.00, 0.00, 0.00], [0.00, 0.00, 0.00], [0.00, 0.00, 0.00], [0.00, 0.00, 0.01], [0.01, 0.00, -0.01], [0.01, -0.01, -0.01], [-0.01, -0.01, -0.01], [-0.03, 0.03, 0.00], [0.02, -0.03, -0.01], [-0.02, 0.01, -0.04], [0.02, -0.05, 0.04], [0.01, 0.02, -0.02], [-0.22, -0.01, 0.03], [-0.01, 0.00, 0.00], [0.01, 0.00, 0.00], [0.01, 0.01, 0.01], [0.01, 0.01, -0.01], [-0.02, -0.03, 0.02], [-0.01, 0.01, 0.00], [0.00, 0.00, 0.00], [0.00, 0.00, 0.00], [-0.01, 0.01, 0.00], [0.08, -0.03, 0.06], [-0.01, 0.08, 0.03]], "s_squared": 6.0138, "energy_ha": -2349.8353, "largest_force_ev_per_a": 0.3, "total_charge": -1, "orbital_gap_ha": [0.287, 0.284], "multiplicity": 5, "lumo_energy_ev": [2.4, 2.3], "de_lowest_kj_mol": 29.4, "mol_weight_g_mol": 376.4}

Record 3
{"formula": "C8H6NO4", "method": "ωB97M-V/def2-TZVPD", "elements": ["C", "C", "C", "C", "C", "C", "C", "C", "N", "O", "O", "O", "O", "H", "H", "H", "H", "H", "H"], "coordinates": [[-0.2834, -0.6922, 1.5092], [-1.5236, 2.4454, -0.4338], [-1.5096, 1.0828, -0.7083], [-0.2400, 2.8923, -0.6444], [-0.1800, 0.7041, -0.8660], [1.6187, -2.2947, 0.8821], [1.0003, -0.9677, 0.9687], [0.3926, -0.6355, -1.2967], [-1.2865, -0.4711, 2.0080], [0.6505, -3.2138, 0.7695], [2.7820, -2.6710, 0.8766], [0.5824, 1.8120, -0.9016], [-0.2749, -1.6275, -1.6819], [-2.4747, 2.9933, -0.4645], [-2.2500, 0.3929, -0.3373], [0.2417, 3.8259, -0.2715], [1.5432, -0.0337, 1.1793], [1.4413, -0.7889, -1.3760], [-0.2299, -2.7524, 0.7887]], "forces_ev_per_a": [[2.45, -1.77, -0.45], [-0.09, 1.28, -1.60], [1.29, -2.15, 1.28], [0.14, 0.34, 1.27], [-1.59, -0.56, -1.82], [-0.50, 0.92, 0.51], [0.67, 1.62, 0.76], [-1.56, -1.77, 0.01], [-2.21, 0.51, 0.79], [-1.68, -0.79, 0.02], [-0.50, 0.84, -0.18], [0.20, 0.85, 0.52], [0.10, 2.25, 0.68], [0.79, 0.16, 0.76], [-0.32, -0.16, -0.75], [-0.29, -0.95, -0.98], [0.70, -0.82, -0.38], [1.29, 0.95, -0.23], [1.10, -0.75, -0.22]], "energy_ha": -664.1504, "largest_force_ev_per_a": 3.1, "total_charge": -1, "orbital_gap_ha": 0.274, "lumo_energy_ev": 3.4, "de_lowest_kj_mol": 93.8, "mol_weight_g_mol": 180.1}

Record 4
{"formula": "C2H12NO3", "method": "ωB97M-V/def2-TZVPD", "elements": ["C", "C", "N", "H", "H", "H", "H", "H", "H", "H", "H", "O", "H", "H", "O", "H", "H", "O"], "coordinates": [[-0.2774, 0.7664, -2.0063], [-1.1490, 0.5633, -2.9843], [-0.3638, -0.0352, -0.7645], [0.6902, 1.1345, -2.2623], [-1.0789, 1.1766, -3.8684], [-2.0068, -0.0519, -2.7652], [0.0255, -0.9954, -0.9232], [0.3647, 0.3719, -0.1787], [-1.2789, -0.1366, -0.3259], [1.9038, 0.6958, 2.3073], [0.7212, -0.3114, 2.4080], [0.9894, 0.5350, 2.0169], [0.5500, 0.7631, 5.9114], [-0.0261, 2.1904, 5.5167], [0.0415, 1.2472, 5.1989], [0.8511, -3.2113, -2.4971], [-0.3234, -2.2175, -2.6995], [0.3669, -2.4850, -2.0839]], "forces_ev_per_a": [[-0.72, -1.51, -1.65], [-0.20, 0.81, 1.34], [1.78, -0.49, -0.37], [0.54, 0.75, 0.68], [-0.01, -0.38, -0.35], [-0.44, 0.00, -0.45], [-0.33, 0.02, -0.45], [-0.62, 0.16, 0.98], [0.05, 0.49, 0.00], [-0.06, -0.09, -0.16], [0.18, 0.00, 0.00], [-0.04, 0.04, 0.43], [-0.09, 0.01, -0.19], [-0.04, 0.01, -0.19], [0.13, 0.01, 0.34], [-0.06, 0.09, 0.06], [0.13, -0.38, -0.33], [-0.19, 0.47, 0.32]], "s_squared": 0.7558, "energy_ha": -363.0607, "largest_force_ev_per_a": 2.3, "total_charge": 2, "orbital_gap_ha": [0.372, 0.087], "multiplicity": 2, "lumo_energy_ev": [-7.3, -15.1], "de_lowest_kj_mol": 117.5, "mol_weight_g_mol": 98.1}

Please write out number 3 again, unchanged.
{"formula": "C8H6NO4", "method": "ωB97M-V/def2-TZVPD", "elements": ["C", "C", "C", "C", "C", "C", "C", "C", "N", "O", "O", "O", "O", "H", "H", "H", "H", "H", "H"], "coordinates": [[-0.2834, -0.6922, 1.5092], [-1.5236, 2.4454, -0.4338], [-1.5096, 1.0828, -0.7083], [-0.2400, 2.8923, -0.6444], [-0.1800, 0.7041, -0.8660], [1.6187, -2.2947, 0.8821], [1.0003, -0.9677, 0.9687], [0.3926, -0.6355, -1.2967], [-1.2865, -0.4711, 2.0080], [0.6505, -3.2138, 0.7695], [2.7820, -2.6710, 0.8766], [0.5824, 1.8120, -0.9016], [-0.2749, -1.6275, -1.6819], [-2.4747, 2.9933, -0.4645], [-2.2500, 0.3929, -0.3373], [0.2417, 3.8259, -0.2715], [1.5432, -0.0337, 1.1793], [1.4413, -0.7889, -1.3760], [-0.2299, -2.7524, 0.7887]], "forces_ev_per_a": [[2.45, -1.77, -0.45], [-0.09, 1.28, -1.60], [1.29, -2.15, 1.28], [0.14, 0.34, 1.27], [-1.59, -0.56, -1.82], [-0.50, 0.92, 0.51], [0.67, 1.62, 0.76], [-1.56, -1.77, 0.01], [-2.21, 0.51, 0.79], [-1.68, -0.79, 0.02], [-0.50, 0.84, -0.18], [0.20, 0.85, 0.52], [0.10, 2.25, 0.68], [0.79, 0.16, 0.76], [-0.32, -0.16, -0.75], [-0.29, -0.95, -0.98], [0.70, -0.82, -0.38], [1.29, 0.95, -0.23], [1.10, -0.75, -0.22]], "energy_ha": -664.1504, "largest_force_ev_per_a": 3.1, "total_charge": -1, "orbital_gap_ha": 0.274, "lumo_energy_ev": 3.4, "de_lowest_kj_mol": 93.8, "mol_weight_g_mol": 180.1}

Copy entry 4 word for word.
{"formula": "C2H12NO3", "method": "ωB97M-V/def2-TZVPD", "elements": ["C", "C", "N", "H", "H", "H", "H", "H", "H", "H", "H", "O", "H", "H", "O", "H", "H", "O"], "coordinates": [[-0.2774, 0.7664, -2.0063], [-1.1490, 0.5633, -2.9843], [-0.3638, -0.0352, -0.7645], [0.6902, 1.1345, -2.2623], [-1.0789, 1.1766, -3.8684], [-2.0068, -0.0519, -2.7652], [0.0255, -0.9954, -0.9232], [0.3647, 0.3719, -0.1787], [-1.2789, -0.1366, -0.3259], [1.9038, 0.6958, 2.3073], [0.7212, -0.3114, 2.4080], [0.9894, 0.5350, 2.0169], [0.5500, 0.7631, 5.9114], [-0.0261, 2.1904, 5.5167], [0.0415, 1.2472, 5.1989], [0.8511, -3.2113, -2.4971], [-0.3234, -2.2175, -2.6995], [0.3669, -2.4850, -2.0839]], "forces_ev_per_a": [[-0.72, -1.51, -1.65], [-0.20, 0.81, 1.34], [1.78, -0.49, -0.37], [0.54, 0.75, 0.68], [-0.01, -0.38, -0.35], [-0.44, 0.00, -0.45], [-0.33, 0.02, -0.45], [-0.62, 0.16, 0.98], [0.05, 0.49, 0.00], [-0.06, -0.09, -0.16], [0.18, 0.00, 0.00], [-0.04, 0.04, 0.43], [-0.09, 0.01, -0.19], [-0.04, 0.01, -0.19], [0.13, 0.01, 0.34], [-0.06, 0.09, 0.06], [0.13, -0.38, -0.33], [-0.19, 0.47, 0.32]], "s_squared": 0.7558, "energy_ha": -363.0607, "largest_force_ev_per_a": 2.3, "total_charge": 2, "orbital_gap_ha": [0.372, 0.087], "multiplicity": 2, "lumo_energy_ev": [-7.3, -15.1], "de_lowest_kj_mol": 117.5, "mol_weight_g_mol": 98.1}